Entry 1:
A molecular structure, C17H39I4NNbO10P2 in a non-equilibrium geometry, computed with ωB97M-V/def2-TZVPD.

Positions of all 74 atoms, in Å:
C 3.29934 -2.04428 2.80012
C 1.91919 -1.36236 3.36250
O 1.46499 -0.16969 2.61733
Nb 0.39561 -0.74377 0.88943
C -0.94275 -1.67691 -0.71939
C -1.90550 -2.80478 -0.14456
C -2.45168 -3.73520 -1.40492
N -2.63411 -5.24677 -1.26720
O -2.72531 -3.10925 -2.57458
C 2.16407 -0.12371 -0.45501
I 3.78554 0.91417 0.69664
C 2.35462 -0.34848 -1.89585
C 3.76052 0.19394 -2.62285
I 0.99366 -1.20790 -3.28011
C -0.61925 1.28497 0.79379
I -2.29809 1.16864 2.26682
C -1.22100 1.87474 -0.53990
C -0.22130 3.11185 -1.06572
I -3.07119 2.99286 0.07672
H 4.24531 -1.51104 3.26609
H 3.33715 -1.98294 1.61011
H 3.40276 -3.20552 3.04867
H 2.14866 -1.01916 4.47776
H 1.09887 -2.21670 3.42349
H -0.92512 -1.37973 2.02289
H 1.19468 -2.37679 1.01508
H -1.59774 -0.94480 -1.37374
H -0.26463 -2.43495 -1.28822
H -1.41930 -3.40880 0.72684
H -2.84938 -2.16001 0.19084
H -1.77409 -5.64676 -0.81400
H -3.42575 -5.46876 -0.60490
H 3.73998 1.35221 -2.81888
H 3.94500 -0.44335 -3.60463
H 4.70495 -0.05132 -1.94774
H 0.13162 2.06105 1.30227
H -1.60764 1.19536 -1.39184
H -0.71205 4.18534 -0.87563
H -0.04419 3.06553 -2.23500
H 0.79919 3.12076 -0.47995
C 7.48613 -4.73424 -1.62947
O 6.44831 -4.60640 -0.67862
P 6.79287 -4.04575 0.79134
O 5.60516 -3.82903 1.67185
O 7.67288 -2.72744 0.50535
C 7.04056 -1.66063 -0.17195
O 7.87402 -5.09864 1.35232
C 7.37248 -6.27754 1.95116
H 7.22762 -4.13504 -2.50741
H 8.45129 -4.39452 -1.24383
H 7.57132 -5.78136 -1.92850
H 5.95418 -1.69171 -0.05120
H 7.28982 -1.71684 -1.23472
H 7.41661 -0.71654 0.22994
H 8.01855 -7.11492 1.67447
H 6.35284 -6.49797 1.62139
H 7.38753 -6.16236 3.03810
C -8.44014 7.76635 0.37586
O -7.92920 7.07017 -0.74299
P -7.92614 5.45967 -0.73319
O -7.48612 4.82770 -2.01379
O -9.41823 5.07349 -0.26559
C -10.48160 5.44838 -1.11726
O -7.02826 5.09240 0.55177
C -5.62611 5.06508 0.36962
H -9.25756 8.41078 0.03946
H -8.81880 7.09359 1.15024
H -7.65050 8.38967 0.80139
H -10.14706 5.57576 -2.15052
H -10.91228 6.38602 -0.75653
H -11.24916 4.67119 -1.08478
H -5.14738 5.47726 1.26187
H -5.31808 5.65626 -0.49793
H -5.30120 4.02951 0.23942

The energy relative to the best compared isomer or geometry (same formula, charge and spin) is 154.6 kcal per mole. The net charge is -1. The total energy comes out at -92751.0255 eV.


Entry 2:
A molecular structure, C17H39IrOP3Se in a non-equilibrium geometry, computed with ωB97M-V/def2-TZVPD.

Positions of all 62 atoms, in Å:
Ir -0.23605 -0.09483 -1.00261
P 0.81037 1.81982 -1.61972
P -2.17618 1.02944 -0.29990
P 1.73058 -1.39497 -1.04334
H -2.47530 -1.77711 -1.15718
C -1.42718 -1.96251 -0.89468
C -0.95845 -1.65279 0.41304
H -1.68754 -1.26389 1.12539
C 0.69245 2.22627 -3.40042
C 0.34298 3.44376 -0.89112
C 2.61319 2.03127 -1.33041
C -3.59552 0.10520 0.41387
C -2.05439 2.32913 0.99306
C -2.90227 1.83086 -1.77534
C 1.64640 -3.17702 -0.60775
C 3.14833 -0.92622 0.02612
C 2.37208 -1.40834 -2.75747
H -0.94879 -2.75838 -1.47842
H -0.15032 -2.26003 0.82035
H 1.20833 3.18225 -3.58636
H -0.35911 2.30434 -3.71092
H 1.14933 1.42429 -3.99720
H 0.93015 4.21685 -1.40995
H 0.59707 3.44633 0.17761
H -0.72092 3.67179 -1.01602
H 2.90356 3.00170 -1.76235
H 3.20996 1.24413 -1.80449
H 2.80343 2.04166 -0.24785
H -4.50596 0.70290 0.26589
H -3.43503 -0.02691 1.49192
H -3.73295 -0.87904 -0.04109
H -2.83881 3.08218 0.82501
H -1.07419 2.81101 1.01429
H -2.22066 1.86978 1.97604
H -3.96461 2.02932 -1.56728
H -2.80842 1.16581 -2.64846
H -2.38868 2.77165 -2.01417
H 2.51782 -3.68209 -1.04811
H 0.72994 -3.65076 -0.97108
H 1.69430 -3.28891 0.48333
H 4.07153 -1.36743 -0.37895
H 2.98059 -1.32202 1.03647
H 3.26556 0.15642 0.10952
H 3.04277 -2.27428 -2.86469
H 2.91667 -0.48414 -2.99374
H 1.53491 -1.50011 -3.46590
C -2.10186 -2.02683 -4.99851
C -2.79878 -2.91487 -4.14237
C -3.53763 -3.97831 -4.66843
C -3.59810 -4.19905 -6.05563
C -2.90722 -3.32442 -6.91864
C -2.15428 -2.26821 -6.40442
Se -1.18866 -0.51757 -4.38829
H -0.70723 -0.53066 -2.57969
H -2.75167 -2.74645 -3.06396
H -4.07345 -4.63850 -3.97915
H -4.17802 -5.03704 -6.45343
H -2.95890 -3.47016 -7.99985
H -1.60985 -1.60543 -7.08124
O 0.85099 0.72289 1.92482
H 1.11662 -0.18914 2.14060
H 0.00160 0.83675 2.38591

The energy relative to the best compared isomer or geometry (same formula, charge and spin) is 17.4 kcal per mole. As for the spin multiplicity: 6. The net charge is +4. The total energy comes out at -116314.2192 eV.


Entry 3:
A molecular structure, C17H39OP3SeTi in a non-equilibrium geometry, computed with ωB97M-V/def2-TZVPD.

Positions of all 62 atoms, in Å:
Ti -0.10353 0.12309 0.76604
P 1.29621 -1.67383 -0.60284
P 2.02460 0.40581 2.16431
P 0.51143 1.55957 -1.20392
H -2.60745 -4.21219 -0.52077
C -2.33303 -3.76353 -1.48219
C -1.40801 -4.41264 -2.27459
H -0.71814 -5.14534 -1.85087
C 1.04870 -3.33273 0.14255
C 3.13066 -1.59657 -0.66115
C 0.91133 -1.97278 -2.36914
C 1.77276 1.39541 3.68918
C 2.88486 -1.05701 2.87293
C 3.41204 1.34834 1.39162
C -0.85190 1.43129 -2.42610
C 2.01564 1.38169 -2.23620
C 0.54634 3.38039 -0.96363
H -3.09108 -3.11563 -1.94755
H -1.32156 -4.22287 -3.34882
H 0.05002 -3.70773 -0.12729
H 1.13477 -3.28742 1.23812
H 1.80568 -4.03084 -0.24824
H 3.56231 -1.73777 0.33862
H 3.47061 -0.63438 -1.06445
H 3.48356 -2.40221 -1.32331
H 0.09676 -2.70507 -2.44044
H 1.79933 -2.37509 -2.88216
H 0.59013 -1.05340 -2.87475
H 2.64573 2.03723 3.87447
H 1.63468 0.71621 4.54007
H 0.87919 2.02726 3.59106
H 3.97567 -0.95193 2.78351
H 2.56982 -1.98123 2.37353
H 2.62784 -1.12651 3.93849
H 4.03219 1.78263 2.19167
H 3.02162 2.16545 0.76762
H 4.03727 0.69000 0.77302
H -0.61566 2.11898 -3.25067
H -1.80006 1.72563 -1.95655
H -0.94566 0.40652 -2.80711
H 1.95094 2.13138 -3.03731
H 2.09276 0.38436 -2.68056
H 2.90875 1.58016 -1.62916
H 0.58437 3.84350 -1.96131
H 1.43267 3.67654 -0.38663
H -0.35254 3.72377 -0.43324
C -2.77989 2.10969 1.02879
C -3.41855 1.18219 0.20313
C -4.76125 1.38722 -0.17578
C -5.45788 2.51166 0.27589
C -4.81336 3.44153 1.10608
C -3.47440 3.24132 1.48133
Se -0.81505 1.98279 1.61161
H -1.40202 -2.41777 -0.69981
H -2.87964 0.30121 -0.16924
H -5.25606 0.66488 -0.82565
H -6.49736 2.66907 -0.01411
H -5.35141 4.32368 1.46153
H -2.95117 3.95871 2.11831
O -1.15017 -1.33407 1.87898
H -1.98771 -1.75961 1.61339
H -0.79669 -1.79904 2.65971

As for the spin multiplicity: 2. The net charge is +3. The total energy comes out at -136607.4617 eV.


Entry 4:
3 unconnected molecules or ions with the total composition C17H40BrNO14P3 in a non-equilibrium geometry, computed with ωB97M-V/def2-TZVPD.

Positions of all 76 atoms, in Å:
C -0.47554 -0.97785 3.09537
C 0.00780 -0.32590 1.70778
O -0.88392 0.76785 1.26163
N -0.46383 1.04225 -0.00975
C -1.40660 0.54382 -1.05352
P -0.41224 -0.73041 -2.09754
O -0.86203 -0.74081 -3.56224
O 1.23660 -0.31704 -1.90835
O -0.63623 -2.30764 -1.45996
C -0.07238 2.46768 -0.19999
Br -0.62004 3.69068 1.27422
C 1.55634 2.51108 -0.27213
O 2.09116 2.76354 -1.41803
O 2.32662 2.29031 0.86661
H -1.01749 -1.97533 2.89738
H 0.45074 -1.23744 3.72641
H -1.15557 -0.19888 3.60306
H 0.00769 -1.10717 0.86501
H 1.04506 0.15115 1.86674
H -2.31231 -0.01803 -0.64235
H -1.77105 1.33736 -1.79002
H 1.55752 -0.61264 -1.02162
H 0.21388 -2.60522 -1.04962
H -0.43118 2.93271 -1.18577
O -7.86772 -0.68403 1.79711
P -6.92681 -0.43881 2.98185
O -5.50423 -0.52547 2.13148
C -5.29130 0.31149 1.00343
C -4.61901 1.60672 1.41182
O -6.94221 -1.98919 3.56448
C -8.06559 -2.83204 3.34540
C -7.82247 -3.73185 2.14647
O -5.97885 -0.09285 4.36872
C -5.77935 1.25716 4.76002
C -7.01092 2.12579 4.60175
H -6.22326 0.51862 0.47011
H -4.63700 -0.23452 0.31867
H -5.30706 2.23276 1.98728
H -4.30623 2.17488 0.53258
H -3.74319 1.41439 2.03703
H -8.98077 -2.24595 3.22908
H -8.19615 -3.44824 4.23990
H -7.52284 -3.16376 1.26503
H -8.71934 -4.30749 1.90504
H -7.00752 -4.42977 2.35825
H -4.92970 1.67077 4.21255
H -5.49234 1.24036 5.81529
H -7.30516 2.21132 3.54987
H -6.81978 3.13182 4.98201
H -7.85854 1.69804 5.14448
O 7.07869 -0.82462 -4.50067
P 6.32236 -0.35722 -3.25188
O 7.65789 0.07808 -2.36140
C 8.59643 1.00342 -2.88537
C 8.24049 2.42064 -2.48254
O 6.08962 -1.86145 -2.59425
C 6.01808 -3.00951 -3.42710
C 7.36766 -3.70412 -3.48335
O 5.36981 0.19470 -1.94179
C 4.83291 1.51302 -1.97459
C 4.33726 1.93408 -3.34132
H 8.67794 0.92646 -3.97342
H 9.57188 0.74332 -2.46481
H 7.33645 2.75258 -2.99933
H 9.04698 3.11116 -2.74264
H 8.05163 2.48703 -1.40809
H 5.65794 -2.74959 -4.42569
H 5.27934 -3.68877 -2.99128
H 8.16879 -3.01562 -3.75464
H 7.35171 -4.52587 -4.20381
H 7.62474 -4.10837 -2.49993
H 5.57487 2.21519 -1.58783
H 3.99318 1.53016 -1.27511
H 5.15958 1.97976 -4.06756
H 3.87500 2.92169 -3.29081
H 3.60309 1.21960 -3.72376

The energy relative to the best compared isomer or geometry (same formula, charge and spin) is 60.1 kcal per mole. The net charge is -1. The total energy comes out at -146341.0666 eV.